80
Properties=species:S:1:pos:R:3:forces:R:3:lowdin_charge:R:1 method="wB97M-V/def2-TZVPD" s2=6.066 spin_multiplicity=5 charge=+4 homo_lumo_gap_ev="7.090 / 3.958"
Os 0.81393 0.64935 -0.68155 -0.6 -5.4 1.9 0.927
P 2.28407 -0.63540 0.87354 1.3 -1.3 1.5 0.740
P 1.93796 2.52308 -0.15570 2.1 1.9 -0.6 0.727
P -0.74536 -1.90736 -0.17576 -0.1 -1.6 -0.4 0.897
H 1.03785 2.64544 -2.69114 0.9 -0.3 0.2 0.043
C 0.60504 1.68542 -2.46117 -1.5 0.5 -1.0 -0.299
C -0.53945 1.82338 -1.57065 -1.1 1.7 -1.5 -0.386
H -0.60422 2.77845 -0.97817 -0.3 -0.8 -1.0 0.073
C 3.49269 -1.47576 -0.21572 0.1 0.3 0.1 -0.231
C 3.32940 0.15100 2.19612 0.0 0.4 -0.2 -0.231
C 1.84334 -2.05846 2.00340 -0.5 0.0 -0.2 -0.237
C 1.63525 4.16951 -0.90910 -0.5 -0.2 -0.2 -0.201
C 1.97113 3.01465 1.60265 -0.3 -0.3 0.2 -0.186
C 3.61104 2.09165 -0.75742 0.2 0.3 0.1 -0.204
C -2.37713 -2.31975 -1.00625 0.0 0.7 0.0 -0.222
C -1.23373 -2.67317 1.47561 0.4 0.5 -0.1 -0.210
C 0.34282 -3.20576 -0.98612 -0.1 0.4 -0.1 -0.232
H 0.48841 1.08749 -3.37596 0.0 0.3 0.5 0.055
H -1.48689 1.46300 -1.98316 0.2 -0.1 0.5 0.076
H 4.41330 -1.64659 0.34620 0.0 -0.1 -0.1 0.076
H 3.70863 -0.86227 -1.08826 0.2 -0.1 0.0 0.028
H 3.09482 -2.43361 -0.55202 0.0 0.1 0.0 0.042
H 3.93856 -0.62048 2.68241 -0.2 0.1 -0.3 0.071
H 2.68787 0.58854 2.96978 0.1 -0.1 -0.2 0.039
H 4.01570 0.91979 1.83809 -0.2 -0.1 0.1 0.032
H 1.59964 -2.94917 1.42289 0.0 0.2 0.2 0.017
H 0.98826 -1.79801 2.63335 0.1 0.0 -0.2 0.015
H 2.65688 -2.34161 2.68918 0.0 0.4 -0.5 0.082
H 2.46249 4.80580 -0.57387 -0.2 -0.1 0.0 0.087
H 0.68714 4.58420 -0.53880 0.3 0.0 -0.1 0.072
H 1.60328 4.16670 -2.00408 0.2 0.2 0.4 0.061
H 2.98774 2.88687 1.97514 -0.1 0.2 0.1 0.065
H 1.27754 2.42225 2.20689 0.3 0.1 -0.2 0.012
H 1.66566 4.06364 1.66940 0.2 -0.2 -0.1 0.074
H 4.04425 3.01662 -1.14548 0.2 -0.2 0.0 0.075
H 3.58347 1.35800 -1.57094 -0.1 0.2 0.1 0.046
H 4.24090 1.69373 0.03942 0.0 0.1 -0.1 0.043
H -2.94727 -3.03392 -0.39239 0.3 0.3 -0.3 0.063
H -2.22226 -2.73616 -2.01588 -0.2 0.2 0.6 0.050
H -2.91659 -1.36228 -1.06917 -0.2 -0.6 -0.2 0.030
H -2.10009 -3.32646 1.31765 0.3 0.2 0.1 0.055
H -1.51736 -1.84926 2.14592 0.0 -0.4 0.0 0.023
H -0.42014 -3.25613 1.91917 -0.3 0.2 -0.1 0.042
H -0.27231 -3.95084 -1.51969 0.3 0.2 0.4 0.069
H 1.02035 -3.70282 -0.27493 -0.4 0.1 -0.4 0.044
H 0.93783 -2.65127 -1.72818 0.0 -0.4 0.3 -0.007
C -0.96609 -1.14415 -3.87399 -0.4 0.5 2.0 -0.341
C 0.22917 -1.74373 -4.38570 -0.3 1.0 2.0 0.131
C 0.22077 -2.23531 -5.66783 0.2 -0.7 -2.0 0.092
C -0.88525 -2.02552 -6.48974 0.5 -0.5 -0.4 0.071
C -2.02345 -1.38010 -6.01075 0.1 -0.8 -2.5 0.104
C -2.11547 -0.99181 -4.70469 0.4 0.4 2.4 0.163
O -1.07379 -0.85456 -2.64373 0.3 0.0 -1.8 -0.116
H 0.83265 -0.55040 -1.97040 0.9 1.9 1.7 0.064
H 1.08901 -1.77474 -3.71855 -0.1 -0.2 -0.3 0.134
H 1.10833 -2.75885 -6.01165 -0.2 0.0 -0.3 0.163
H -0.84578 -2.39390 -7.50581 -0.1 0.1 -0.1 0.155
H -2.85991 -1.21110 -6.66133 -0.3 0.0 -0.4 0.161
H -3.01594 -0.64927 -4.21745 -0.2 0.2 -0.2 0.166
C -0.02729 0.60574 4.47004 0.4 0.2 0.7 0.053
N -1.31312 0.73961 3.79852 0.2 -0.5 1.1 0.065
C -2.52345 0.63192 4.60566 -0.6 0.1 -0.1 -0.073
C -3.75314 0.53912 3.74599 -0.8 -0.1 -0.3 -0.117
C -3.63342 1.38154 2.50531 -0.6 0.1 -0.1 -0.092
N -2.47943 0.87816 1.78128 0.8 1.1 0.4 0.021
C -2.38235 1.07823 0.35920 0.3 -0.7 -0.1 -0.039
C -1.28828 0.80350 2.43940 1.8 -0.5 -1.9 -0.414
O -0.18037 0.74464 1.82041 -1.4 0.3 1.0 -0.123
H 0.63035 1.46036 4.25128 -0.3 -0.2 -0.1 0.119
H 0.48787 -0.30586 4.13411 -0.2 0.2 -0.1 0.110
H -0.14592 0.54610 5.56135 -0.3 0.1 -0.4 0.134
H -2.47581 -0.24451 5.26538 0.5 0.2 0.0 0.171
H -2.62437 1.52673 5.24093 0.5 -0.1 0.0 0.179
H -4.62015 0.88060 4.31078 0.0 -0.2 0.1 0.154
H -3.93678 -0.48436 3.40881 0.0 -0.1 0.3 0.140
H -3.51010 2.46132 2.70545 0.1 -0.3 -0.1 0.172
H -4.49183 1.26038 1.84596 -0.1 0.1 0.1 0.153
H -3.24070 0.62356 -0.13280 0.0 0.0 0.0 0.121
H -2.39965 2.14715 0.14824 0.0 0.2 0.1 0.129
H -1.41077 0.64750 0.01110 -1.7 0.3 0.4 -0.017

=====

24
Properties=species:S:1:pos:R:3:forces:R:3:lowdin_charge:R:1 method="wB97M-V/def2-TZVPD" spin_multiplicity=1 charge=0 homo_lumo_gap_ev=8.448
O -2.56538 -2.50826 -1.44619 0.6 1.3 0.0 0.177
C -2.45858 -1.34017 -1.34780 -1.0 -2.5 0.2 -0.166
C -2.56141 -0.04978 -1.24861 0.1 -1.7 -0.8 -0.088
N -2.41926 0.68456 -0.13131 0.9 0.9 2.4 -0.157
C -2.49303 2.01308 -0.10238 0.3 1.7 2.6 -0.085
C -2.27580 2.38514 1.25071 -2.0 1.1 -1.3 -0.102
C -2.20380 1.24508 2.06052 1.5 -1.1 -2.4 -0.068
C -2.10340 0.20443 1.12383 -1.5 -0.8 -0.4 -0.072
H -2.77403 0.38497 -2.15907 -0.4 1.3 -1.7 0.123
H -2.77657 2.59821 -0.94520 0.0 0.2 -0.4 0.111
H -2.56763 3.34973 1.66033 0.6 0.0 -0.3 0.092
H -1.97970 1.29463 3.09651 -0.1 -0.5 0.6 0.086
H -2.06343 -0.87522 1.01793 0.4 0.0 1.5 0.124
C 1.73279 -1.44576 0.85386 0.8 -2.2 -1.6 -0.101
C 1.45659 -2.07506 -0.33587 -0.2 1.5 0.8 -0.093
C 0.74580 -1.08724 -1.23835 0.2 -0.6 -0.1 -0.178
C 0.52156 0.08420 -0.27667 2.2 -0.7 -1.2 -0.117
C 1.29155 -0.06620 0.81758 -1.4 -1.1 0.6 -0.089
H 2.29266 -1.99590 1.60887 -0.3 0.5 0.3 0.095
H 1.48735 -3.12252 -0.58604 0.5 -0.1 0.1 0.091
H 1.36521 -0.80016 -2.17079 -0.9 -0.2 1.5 0.152
H -0.15083 -1.62160 -1.63203 0.5 0.7 0.2 0.086
H 0.23685 1.01150 -0.64690 -1.1 1.6 -0.4 0.078
H 1.29259 0.53202 1.71639 0.3 0.5 -0.3 0.103

=====

37
Properties=species:S:1:pos:R:3:forces:R:3:lowdin_charge:R:1 method="wB97M-V/def2-TZVPD" spin_multiplicity=1 charge=0 homo_lumo_gap_ev=8.137
Zr 0.02014 -0.83855 1.42554 1.4 3.3 5.2 1.989
C 0.78186 -3.91825 2.99683 -0.9 -1.2 0.8 -0.293
O 0.55750 -2.64217 2.60835 -0.3 3.9 -2.5 -0.443
H 1.70149 -4.14577 3.53591 0.6 0.5 -0.3 0.068
H 0.02771 -4.18647 3.73671 -0.4 -0.2 0.2 0.068
H 0.66473 -4.66629 2.21273 0.2 -0.1 -0.5 0.064
C 2.66578 1.43085 2.21477 0.0 1.2 -1.4 -0.271
O 1.63020 0.53612 2.12724 -2.8 -2.9 -0.5 -0.446
H 2.71258 2.00619 1.29017 0.3 -0.2 -0.7 0.050
H 2.52252 2.28806 2.87262 -0.3 -0.4 1.1 0.068
H 3.66008 1.00939 2.36254 0.0 -0.3 0.3 0.071
C -1.96325 0.87869 3.68940 0.3 -0.5 -1.2 -0.224
O -1.47026 -0.18913 2.90881 2.0 -1.2 -2.8 -0.487
H -1.13021 1.23537 4.29514 -0.4 0.1 0.5 0.076
H -2.31272 1.68682 3.04682 0.2 0.3 -0.1 0.062
H -2.86802 0.55329 4.20283 0.3 -0.1 0.7 0.066
C -0.19230 1.35203 -1.46092 -0.9 -1.7 0.9 -0.318
O -0.87488 0.68179 -2.53510 1.1 0.7 -0.4 -0.091
O -0.25599 0.46627 -0.38127 1.4 -0.4 0.0 -0.321
C 1.22292 1.92207 -2.04305 2.4 0.3 0.8 -0.502
F 1.16037 3.20215 -2.31186 -2.1 2.2 -0.2 0.143
F 2.33834 1.94575 -1.21613 -1.2 -1.6 0.6 0.081
F 1.72201 1.44153 -3.19303 -0.9 -1.7 -0.2 0.128
C -1.57379 1.46691 -3.49732 -2.0 0.6 -0.1 -0.286
C -1.83165 0.72851 -4.79057 1.3 -0.5 0.2 -0.076
H -0.88128 0.79266 -5.32046 0.0 -0.5 -0.4 0.074
H -2.06868 -0.31088 -4.56347 -0.2 0.0 -0.3 0.076
H -2.58091 1.20150 -5.42539 -0.1 0.0 0.3 0.081
H -1.20791 2.44079 -3.82257 1.0 0.1 0.7 0.121
H -2.56201 1.68288 -3.09126 -0.1 0.2 0.5 0.114
H -0.75338 2.21879 -1.11162 0.2 0.6 -0.6 0.154
O -1.22342 -2.21335 0.24626 -0.5 -0.5 -0.5 -0.093
H -2.05629 -2.67127 0.35967 -0.3 0.0 0.6 0.112
H -1.00294 -2.34121 -0.67639 0.3 0.2 -0.5 0.091
O 1.48024 -1.68915 -0.01719 0.4 -0.6 -0.7 -0.105
H 1.59156 -1.35386 -0.90681 -0.2 0.6 -0.4 0.091
H 2.34991 -2.00192 0.23197 0.3 -0.3 0.6 0.105

=====

18
Properties=species:S:1:pos:R:3:forces:R:3:lowdin_charge:R:1 method="wB97M-V/def2-TZVPD" spin_multiplicity=1 charge=-1 homo_lumo_gap_ev=7.685
C -0.22169 -2.18467 0.20778 -0.8 0.2 0.0 -0.323
C -0.83345 -1.14096 1.15054 0.5 1.1 -0.1 -0.122
C 0.37390 -1.54651 -1.03203 0.7 -0.4 -0.4 -0.134
H -1.03567 -2.85678 -0.09063 0.2 -0.1 0.0 0.084
H 0.53299 -2.81749 0.67223 0.0 0.1 0.3 0.089
H -0.42167 -0.12553 1.02119 0.4 -0.4 -0.1 0.038
H -1.88152 -0.95355 0.90632 -0.2 -0.5 0.4 0.066
H 0.50807 -2.30213 -1.81789 -0.1 0.2 0.0 0.059
H 1.36995 -1.15157 -0.81586 -0.1 0.1 0.1 0.078
H -0.64635 -1.30814 2.21135 -0.5 -0.4 0.0 0.064
H -0.20099 -0.71388 -1.42593 -0.3 0.0 0.0 0.054
C -0.13542 2.42666 -0.66515 1.1 0.3 1.4 -0.046
C 0.96422 2.38516 0.49799 -0.3 0.4 -0.9 -0.796
O 0.65856 1.83171 1.56801 -0.2 -0.4 0.2 -0.104
O 2.00144 3.01499 0.20136 0.2 -0.1 0.1 -0.116
H -0.60748 1.46688 -0.83811 -0.1 -0.1 -0.1 0.018
H 0.42253 2.83397 -1.50042 -0.4 -0.1 -0.4 0.042
H -0.84740 3.14181 -0.25075 -0.3 0.0 -0.4 0.050

=====

19
Properties=species:S:1:pos:R:3:forces:R:3:lowdin_charge:R:1 method="wB97M-V/def2-TZVPD" spin_multiplicity=1 charge=0 homo_lumo_gap_ev=10.712
C -2.31138 0.51447 0.02644 0.0 0.1 0.0 -0.071
C -1.07147 -0.31275 0.38890 0.1 0.3 0.2 -0.343
C -0.46899 -1.08960 -0.77670 -0.6 0.0 0.0 -0.203
O 0.82125 -1.46684 -0.36582 0.2 0.3 0.3 -0.114
C 1.38425 -0.34142 0.35573 -0.2 -0.2 -0.1 -0.359
C 2.31530 0.41838 -0.57500 0.0 0.1 0.0 -0.051
C 0.17240 0.48338 0.86112 -0.3 -0.1 -0.1 -0.099
H -3.21385 -0.10716 -0.01052 0.2 0.0 -0.1 0.076
H -2.19641 1.00536 -0.94736 0.0 -0.1 0.1 0.077
H -2.52997 1.31226 0.74362 0.2 -0.2 0.1 0.075
H -1.34441 -1.02033 1.18435 0.1 0.0 -0.2 0.140
H -1.05058 -1.99001 -0.97435 0.1 -0.1 -0.3 0.128
H -0.44151 -0.44775 -1.68086 0.0 -0.2 0.2 0.130
H 1.96263 -0.75774 1.19323 -0.2 0.0 -0.2 0.141
H 2.95563 -0.28800 -1.11036 0.0 0.1 0.1 0.082
H 2.94413 1.11007 -0.01000 0.0 0.0 -0.1 0.081
H 1.74796 0.99218 -1.31614 0.1 -0.1 0.1 0.079
H 0.14942 1.48334 0.40425 0.1 -0.2 0.2 0.117
H 0.15734 0.56550 1.94970 0.1 0.2 -0.1 0.113

=====

11
Properties=species:S:1:pos:R:3:forces:R:3:lowdin_charge:R:1 method="wB97M-V/def2-TZVPD" spin_multiplicity=1 charge=0 homo_lumo_gap_ev=9.683
N 0.29154 -1.05408 -1.45425 1.6 -1.2 1.0 0.128
C 0.50981 -0.53363 -0.18869 -0.2 2.5 2.4 -0.545
O 1.34687 -0.91409 0.61026 -0.8 0.1 -1.4 0.009
N -0.26219 0.75869 0.20382 1.3 -3.0 -3.3 -0.432
O -1.34158 1.00044 -0.74037 1.7 -0.1 -1.1 -0.156
P -0.62760 1.08043 1.81904 0.9 -1.0 1.7 0.809
H -0.67927 -1.21175 -1.67170 -0.1 -0.1 -0.2 0.091
H 0.93187 -1.91293 -1.48861 -1.6 1.6 -0.3 0.150
H -0.81148 1.05957 -1.60509 -1.2 0.3 1.7 0.118
H 0.50727 1.85927 2.26885 -0.4 0.0 -0.5 -0.113
H 0.13476 -0.13192 2.24674 -1.1 1.1 0.0 -0.058

=====

It is found that the relative energy (zero: lowest compared OMol25 entry of this formula, charge and spin) values, taken in the order of the records, are 5.236, 4.353, 3.402, 0.406, 0.437, 0.661 eV.
It is found that the energy values, taken in the order of the records, are -2278.758748, -555.598880, -1151.465230, -347.634750, -311.043208, -642.372117 a.u..